The following is a quantum chemistry calculation of a structure of composition C32H29N7O6S2Sn, from the OMol25 dataset.

**E**: -3082.28374 a.u.
**Relative energy (zero: lowest compared OMol25 entry of this formula, charge and spin)**: 2.0409 eV
**M**: 790.5 g mol⁻¹
**2S+1**: 1
**HOMO-LUMO gap**: 6.50 eV
**Highest occupied orbital energy**: -7.60 eV

```
77
C32H29N7O6S2Sn, DFT ωB97M-V/def2-TZVPD
Sn 0.04151 -0.14083 0.49538
O 4.53873 3.39389 2.92195
C 3.70767 2.57616 2.25335
C 2.98231 2.99806 1.13669
C 2.12071 2.09423 0.56739
N 1.94742 0.88284 1.07104
C 2.71548 0.42791 2.05348
C 3.61958 1.25110 2.68422
C 2.50107 -1.05017 2.34981
O 3.26499 -1.61882 3.10573
O 1.50712 -1.51603 1.69250
C 1.39730 2.27388 -0.74109
O 1.52297 3.31522 -1.35907
O 0.72995 1.22440 -1.08285
H 4.51868 4.27525 2.53328
H 3.08565 3.98376 0.70215
H 4.23999 0.86615 3.48050
C -3.50497 -4.12967 -0.55211
C -2.31419 -4.87240 0.04261
N -1.88364 -4.32581 1.33202
C -2.38928 -4.97247 2.54757
C -3.74327 -4.43932 2.99978
C -1.15645 -3.20502 1.43144
S -0.49264 -2.58320 -0.04526
N -0.97050 -2.74935 2.67116
C -0.72951 -1.53093 3.06431
O -0.87405 -0.45546 2.37340
C -0.44566 -1.38201 4.52174
C 0.57217 -0.55892 4.98712
C 0.80581 -0.43977 6.34785
C 0.00761 -1.12306 7.25373
C -1.02137 -1.93315 6.79421
C -1.24213 -2.06872 5.43314
H -3.77619 -4.58125 -1.50677
H -3.25668 -3.08341 -0.72661
H -4.37183 -4.17794 0.10564
H -1.47370 -4.84424 -0.64857
H -2.56213 -5.91905 0.21635
H -1.65095 -4.81427 3.32899
H -2.44454 -6.04026 2.33405
H -3.71953 -3.35054 3.05420
H -3.98185 -4.82870 3.99024
H -4.54331 -4.73342 2.32113
H 1.20511 -0.02879 4.28931
H 1.61323 0.18973 6.69907
H 0.18781 -1.02648 8.31645
H -1.65246 -2.46141 7.49688
H -2.03681 -2.70261 5.06284
S -2.09202 0.07346 -0.67669
C -2.33553 1.81924 -0.70192
N -3.29551 2.23973 -1.45829
N -3.64496 3.50701 -1.60462
C -2.91356 4.71454 -1.49376
C -1.56153 4.78364 -1.79683
C -0.92814 6.01428 -1.79455
C -1.62950 7.17512 -1.48958
C -2.98245 7.09832 -1.19463
C -3.62780 5.87044 -1.20082
N -1.71190 2.69147 0.18245
N -0.89480 2.19432 0.97435
C -0.34774 3.11923 1.91906
C -0.36901 4.49668 1.71744
C 0.22030 5.32285 2.65827
C 0.82287 4.78491 3.79193
C 0.82494 3.41114 3.99003
C 0.23794 2.57631 3.05241
H -4.55174 3.59267 -2.03027
H -0.99744 3.89286 -2.03196
H 0.12696 6.05103 -2.02937
H -1.12595 8.13276 -1.49503
H -3.54072 7.99484 -0.95845
H -4.68350 5.80357 -0.96614
H -0.81449 4.90056 0.81742
H 0.20431 6.39454 2.50813
H 1.28668 5.43664 4.52103
H 1.27941 2.98596 4.87618
H 0.20006 1.50616 3.19345
```

=====

The following is a quantum chemistry calculation of a structure of composition C32H29N8SbSe4Zr at a distorted geometry, from the OMol25 dataset.

**E**: -11567.32399 a.u.
**Relative energy (zero: lowest compared OMol25 entry of this formula, charge and spin)**: 5.2549 eV
**Total charge**: +2
**M**: 1054.5 g mol⁻¹
**2S+1**: 1
**HOMO-LUMO gap**: 5.91 eV
**Highest occupied orbital energy**: -12.00 eV

```
75
C32H29N8SbSe4Zr, DFT ωB97M-V/def2-TZVPD
Zr 0.17614 0.06697 0.54158
N -2.79159 0.49424 -2.91396
C -2.18987 0.75874 -1.77008
N -0.99911 0.33906 -1.41669
C -0.28035 -0.45886 -2.36073
N 0.81309 -1.06200 -2.08987
N 1.42437 -1.05452 -0.85755
C 2.27262 -2.20430 -0.82021
C 2.98762 -2.64087 0.20491
C 3.48208 -3.07467 1.34468
C 2.74368 -3.61008 2.53689
C 1.68623 -3.15317 3.24177
C 0.76128 -2.00711 2.92042
N 1.15553 -1.49292 1.59974
C -0.86494 -0.68255 -3.69359
C -0.19263 -1.38783 -4.68710
C -0.81028 -1.63335 -5.89990
C -2.10494 -1.18105 -6.12935
C -2.78530 -0.47880 -5.15159
C -2.15727 -0.22553 -3.94257
H -3.70747 0.87482 -3.10017
H -2.75130 1.37086 -1.07328
H 2.23404 -2.78130 -1.73779
H 4.56148 -3.05857 1.48804
H 3.25254 -4.46461 2.97092
H 1.43294 -3.69921 4.14304
H -0.29111 -2.27367 3.04808
H 0.80790 -1.74048 -4.48825
H -0.27983 -2.17569 -6.66990
H -2.58674 -1.37723 -7.07678
H -3.79468 -0.12802 -5.32909
C 3.08371 1.75837 -0.42169
C 1.97678 2.66286 0.02449
C 2.17081 4.03580 -0.03327
C 1.16358 4.89374 0.35344
C -0.01571 4.35063 0.84035
C -0.15585 2.97751 0.92803
N 0.82111 2.13835 0.51934
Sb -1.87335 2.41456 2.21579
C -0.50351 1.31002 3.45172
C -0.25663 1.59891 4.75190
C 0.73782 0.79880 5.43107
C 1.40331 -0.17668 4.79308
C 1.09501 -0.50727 3.38635
C 2.15819 -0.59813 2.26251
N 0.08406 0.33509 2.73544
C -2.64961 0.52876 1.34277
C -4.03327 0.44010 1.30543
C -4.63168 -0.73649 0.87277
C -3.82099 -1.79697 0.49975
C -2.44305 -1.66473 0.57919
C -1.53000 -2.80203 0.22456
N -1.87631 -0.51376 0.99281
H 3.59232 2.19845 -1.27744
H 2.72175 0.77454 -0.70423
H 3.82826 1.65849 0.37350
H 3.12069 4.41385 -0.38330
H 1.29479 5.96562 0.29107
H -0.82372 4.98995 1.17188
H -0.77613 2.39601 5.26151
H 0.94991 1.01398 6.47010
H 2.16173 -0.77551 5.28089
H 3.07850 -1.10140 2.53661
H 2.36113 0.35584 1.75242
H 1.55501 -2.24412 1.04668
H -4.63097 1.29258 1.60171
H -5.70916 -0.82388 0.82879
H -4.24519 -2.72645 0.14686
H -2.04417 -3.51327 -0.41810
H -1.23722 -3.33957 1.12972
H -0.62625 -2.45267 -0.28406
Se 1.33169 2.05466 -3.77942
Se 1.72493 4.05628 -5.03683
Se 0.65197 5.26904 -3.28849
Se -0.38840 3.23184 -2.60727
```

=====

The following is a quantum chemistry calculation of a structure of composition C32H30F2IrN6O2P2Te at a distorted geometry, from the OMol25 dataset.

**E**: -2970.74473 a.u.
**Relative energy (zero: lowest compared OMol25 entry of this formula, charge and spin)**: 0.4136 eV
**Total charge**: +1
**M**: 950.4 g mol⁻¹
**2S+1**: 5
**HOMO-LUMO gap (spin up / spin down)**: 6.15 / 5.65 eV
**Expectation value of S²**: 6.031
**Highest occupied orbital energy (spin up / spin down)**: -8.77 / -11.08 eV

```
76
C32H30F2IrN6O2P2Te, DFT ωB97M-V/def2-TZVPD
Ir -0.18917 0.17350 0.42133
Te 3.19432 0.17802 3.12642
C 4.01983 -1.59714 3.95352
C 3.44137 -2.21472 5.05074
C 3.99092 -3.41868 5.47476
N 5.03535 -3.99916 4.88316
C 5.58065 -3.38468 3.83235
C 5.11015 -2.18026 3.32354
C 1.92739 -0.99140 1.94612
P 2.04252 -0.71635 0.16517
C 3.72840 -0.03171 -0.09275
C 3.94878 1.34738 0.03987
C 5.23545 1.86413 -0.05915
C 6.30833 1.01902 -0.30439
C 6.09261 -0.34590 -0.46386
C 4.81140 -0.87247 -0.36623
C 2.15160 -2.35392 -0.60678
C 2.59040 -3.47822 0.08682
C 2.69946 -4.69939 -0.56616
C 2.39072 -4.79293 -1.91669
C 1.96923 -3.66851 -2.61490
C 1.84411 -2.45204 -1.96126
P 0.19037 -1.02627 2.39504
C 0.02745 -0.44352 4.11239
C -0.25842 -1.34437 5.14085
C -0.37714 -0.89381 6.44725
C -0.23185 0.45701 6.74038
C 0.02976 1.36398 5.72147
C 0.15227 0.92181 4.40944
C -0.38551 -2.73346 2.49100
C 0.45863 -3.80226 2.76348
C -0.06006 -5.08719 2.85355
C -1.42033 -5.30238 2.68315
C -2.26907 -4.23247 2.42239
C -1.75166 -2.95066 2.32421
H 2.58665 -1.78944 5.56591
H 3.56856 -3.93927 6.32811
H 6.43321 -3.87527 3.37453
H 5.58198 -1.72930 2.45635
H 3.11428 2.00962 0.22984
H 5.39483 2.92992 0.05347
H 7.31080 1.42194 -0.38543
H 6.92516 -1.00709 -0.67404
H 4.66146 -1.93508 -0.50414
H 2.86020 -3.39165 1.13183
H 3.03322 -5.57501 -0.02098
H 2.48275 -5.74356 -2.42813
H 1.72804 -3.74255 -3.66835
H 1.48940 -1.57853 -2.49936
H -0.38391 -2.39788 4.92312
H -0.58736 -1.60145 7.24011
H -0.33603 0.80278 7.76223
H 0.12868 2.41921 5.94363
H 0.34842 1.63004 3.61440
H 1.51717 -3.63305 2.92577
H 0.60060 -5.92114 3.05968
H -1.82294 -6.30483 2.76193
H -3.33047 -4.39902 2.28830
H -2.40705 -2.10934 2.12075
N -1.86982 1.42464 -0.74224
N -1.75530 2.80713 -0.61854
C -0.71731 3.32714 0.14003
N -0.57990 4.65894 0.22453
N 0.04619 2.44883 0.68636
N 1.13038 2.82768 1.45660
O 1.38929 4.06170 1.76329
O 1.84416 1.79261 1.92673
H -1.82469 1.14475 -1.71676
H -2.74493 1.10854 -0.33969
H -2.38978 3.40199 -1.11415
H -1.19306 5.29461 -0.24831
H 0.16305 4.98131 0.82986
F -1.13995 -1.06191 -1.87528
C -1.16998 -1.35883 -0.51335
F -0.67177 -2.62492 -0.39262
H -2.22843 -1.43487 -0.25060
```